Run P
Here is C4H13N3 as an isolated structure from the OMol25 dataset. Energies are from ωB97M-V/def2-TZVPD.

Atoms and positions in Å:
C (-0.678, 0.639, 0.704)
C (-0.301, -0.322, -0.305)
C (2.408, -0.411, -0.179)
C (-0.822, -0.208, -1.718)
N (1.308, 0.514, -0.331)
N (-2.316, -0.379, 0.543)
N (-0.207, 0.525, 1.989)
H (1.368, 1.009, -1.215)
H (-0.928, 1.640, 0.361)
H (-0.077, -1.321, 0.052)
H (0.520, -0.156, 2.148)
H (-3.026, 0.345, 0.451)
H (-2.355, -0.723, 1.500)
H (-0.193, 1.359, 2.555)
H (2.363, -0.858, 0.820)
H (2.424, -1.234, -0.913)
H (3.371, 0.110, -0.249)
H (-1.784, -0.709, -1.798)
H (-0.957, 0.837, -2.001)
H (-0.115, -0.659, -2.413)

Properties
LUMO: 1.07 eV
total charge: 0

=====

Run Q
Here is C4H13N3 in the gas phase from the OMol25 dataset. Energies are from ωB97M-V/def2-TZVPD.

Atoms and positions in Å:
C (2.040, -0.685, 0.511)
C (1.157, 0.486, 0.071)
C (1.165, 0.658, -1.443)
N (-0.313, 0.585, 0.608)
C (-0.892, -0.702, 0.291)
N (-2.419, -0.672, 0.556)
N (-3.001, 0.503, 0.038)
H (3.073, -0.489, 0.218)
H (1.729, -1.615, 0.034)
H (2.007, -0.813, 1.595)
H (1.578, 1.396, 0.513)
H (2.156, 0.977, -1.769)
H (0.444, 1.418, -1.736)
H (0.930, -0.279, -1.949)
H (-0.269, 0.688, 1.620)
H (-0.550, -1.548, 0.901)
H (-0.820, -0.908, -0.778)
H (-2.556, -0.631, 1.566)
H (-2.312, 1.279, 0.112)
H (-3.145, 0.350, -0.959)

Properties
SMILES: CC(C)NCNN
LUMO: 0.98 eV
total charge: 0

=====

Energetically preferred structure: run Q | next structure: +0.0686 hartree